A molecular structure, C5H6F2N at a distorted geometry. Source: the Open Molecules 2025 dataset; level of theory: ωB97M-V/def2-TZVPD.

Positions of all 14 atoms, in Å:
1 C -0.33776 -1.55531 0.25925
2 C -1.05715 -0.64017 0.95642
3 C 0.62108 -1.18460 -0.61522
4 C -1.48660 0.40200 1.50211
5 C 1.00670 0.32798 -0.98198
6 N 0.41270 1.40364 -0.21497
7 F 1.45981 2.08650 0.39258
8 F -0.12829 2.28408 -1.06433
9 H -0.63953 -2.59648 0.23473
10 H -2.13445 -0.60655 1.80537
11 H 1.16569 -2.04960 -1.23303
12 H -1.78949 1.36576 1.75737
13 H 2.12324 0.29818 -0.75488
14 H 0.78405 0.46457 -2.04342

Computed properties:
Lowest unoccupied orbital energy in eV: -5.221
Orbital gap in eV: 9.55
Total charge: +1
Energy in eV: -12191.45699